90
Properties=species:S:1:pos:R:3 method="wB97M-V/def2-TZVPD" total_energy_ev=-647705.964 charge=+1 lumo_energy_ev=-2.96
C -1.767 4.175 1.533
C -1.772 3.286 0.157
C -0.782 3.899 -1.041
C -0.885 5.569 -1.104
N 0.641 3.393 -0.965
C 1.379 3.804 0.318
C 3.013 3.633 0.223
C 3.284 1.985 0.141
C 2.424 1.466 -1.156
C 0.808 1.896 -1.077
C 0.114 1.202 -2.389
C -1.058 0.178 -1.807
O -0.655 -0.967 -1.202
Br -3.031 0.518 -1.883
H -2.821 4.681 1.669
H -0.858 4.904 1.655
H -1.675 3.394 2.431
H -2.865 3.296 -0.324
H -1.548 2.166 0.411
H -1.316 3.558 -2.054
H -0.485 6.088 -0.136
H -2.012 5.901 -1.313
H -0.247 5.860 -2.070
H 1.203 3.840 -1.750
H 0.998 3.077 1.169
H 1.172 4.906 0.648
H 3.515 4.213 -0.662
H 3.445 3.961 1.278
H 4.441 1.739 -0.012
H 2.850 1.431 1.105
H 2.478 0.316 -1.363
H 2.846 2.003 -2.134
H 0.420 1.370 -0.079
H -0.287 1.974 -3.177
H 0.901 0.512 -2.934
C -1.406 -3.942 1.120
Cl 0.298 -3.829 0.614
Cl -1.505 -3.854 2.897
Cl -2.328 -2.595 0.407
Cl -2.090 -5.490 0.564
C 3.296 -1.549 -4.586
Cl 4.067 0.029 -4.287
Cl 2.748 -1.632 -6.279
Cl 4.472 -2.852 -4.278
Cl 1.898 -1.742 -3.499
C -0.554 3.356 -6.145
Cl -2.251 2.957 -5.777
Cl 0.469 1.925 -5.859
Cl -0.417 3.852 -7.851
Cl -0.016 4.691 -5.094
C 4.308 7.321 1.853
Cl 5.048 6.458 0.482
Cl 2.545 7.413 1.616
Cl 4.659 6.447 3.365
Cl 4.980 8.969 1.950
C -4.690 -1.421 3.528
Cl -4.397 -0.822 1.875
Cl -5.311 -3.089 3.454
Cl -3.164 -1.396 4.448
Cl -5.887 -0.377 4.334
C -8.203 -4.613 1.194
Cl -9.389 -5.797 0.588
Cl -9.050 -3.339 2.108
Cl -7.037 -5.434 2.262
Cl -7.338 -3.883 -0.181
C -4.132 -8.810 2.455
Cl -5.102 -7.315 2.413
Cl -3.497 -9.151 0.826
Cl -2.774 -8.605 3.591
Cl -5.155 -10.167 2.990
C -2.924 -0.513 -8.245
Cl -1.617 0.369 -7.414
Cl -2.448 -2.216 -8.459
Cl -4.411 -0.429 -7.268
Cl -3.218 0.226 -9.839
C 2.126 -7.913 0.303
Cl 2.025 -9.206 -0.919
Cl 3.100 -6.565 -0.337
Cl 0.487 -7.331 0.689
Cl 2.893 -8.550 1.780
C 7.499 6.652 6.491
Cl 6.313 5.468 5.885
Cl 6.653 7.926 7.405
Cl 8.666 5.830 7.559
Cl 8.365 7.382 5.116
C 2.306 -9.214 5.610
Cl 2.639 -10.958 5.467
Cl 0.769 -8.833 4.794
Cl 2.190 -8.771 7.332
Cl 3.627 -8.292 4.848



13
Properties=species:S:1:pos:R:3 method="wB97M-V/def2-TZVPD" total_energy_ev=-9269.513 smiles=Cc1cn(O)cn1 de_lowest_ev=3.989 lumo_energy_ev=0.06
C -2.550 -0.437 -0.032
C -1.101 -0.059 0.041
C -0.016 -0.921 -0.065
C 0.680 1.181 -0.031
H -3.020 -0.020 -0.972
H -3.086 0.139 0.830
H -2.562 -1.543 0.261
H 0.224 -1.961 -0.277
H 2.387 -1.128 0.956
H 1.426 1.930 -0.250
N 1.109 -0.104 -0.093
N -0.695 1.179 0.114
O 2.456 -0.440 -0.020



| no. | highest occupied orbital energy (eV) |
| --- | --- |
| 1 | -12.25 |
| 2 | -8.57 |